Formula: C38H67N6O2Ti
Source: OMol25
Level of theory: ωB97M-V with the def2-TZVPD basis set

XYZ file:
```
114
Properties=species:S:1:pos:R:3
Ti 1.296 -0.873 -0.854
C -4.771 -0.068 2.886
C -3.901 -1.185 3.459
C -4.704 -2.495 3.434
C -3.534 -0.829 4.907
C -2.625 -1.377 2.650
C -2.324 -0.628 1.551
C -1.110 -0.885 0.859
N -0.589 -0.265 -0.201
C -1.039 0.916 -0.809
C -2.337 1.391 -0.956
C -2.537 2.614 -1.587
C -1.423 3.307 -2.058
C -0.102 2.854 -1.973
C 0.047 1.622 -1.348
O 1.233 0.941 -1.251
C 1.004 3.712 -2.594
C 0.905 5.143 -2.040
C 2.427 3.221 -2.313
C 0.798 3.741 -4.115
C -3.931 3.213 -1.774
C -4.206 3.401 -3.271
C -5.024 2.321 -1.186
C -3.985 4.574 -1.064
C -0.205 -1.883 1.354
O 0.918 -1.957 0.655
C -0.490 -2.663 2.485
C -1.702 -2.384 3.082
C 0.486 -3.706 3.023
C -0.053 -4.387 4.281
C 1.810 -3.019 3.381
C 0.723 -4.793 1.965
H -5.673 0.031 3.490
H -4.262 0.898 2.902
H -5.087 -0.283 1.863
H -5.617 -2.375 4.018
H -4.987 -2.764 2.415
H -4.150 -3.329 3.866
H -4.446 -0.674 5.485
H -2.970 -1.622 5.398
H -2.946 0.089 4.951
H -2.974 0.165 1.227
H -3.180 0.810 -0.620
H -1.594 4.257 -2.546
H 1.015 5.151 -0.955
H 1.698 5.756 -2.469
H -0.041 5.621 -2.287
H 2.620 3.115 -1.244
H 2.634 2.265 -2.799
H 3.133 3.952 -2.708
H -0.183 4.133 -4.382
H 1.552 4.374 -4.585
H 0.886 2.740 -4.546
H -4.160 2.449 -3.804
H -5.201 3.822 -3.419
H -3.490 4.082 -3.733
H -5.065 1.344 -1.673
H -4.894 2.174 -0.111
H -5.994 2.796 -1.332
H -3.250 5.273 -1.463
H -4.970 5.023 -1.194
H -3.801 4.465 0.007
H -1.980 -2.950 3.958
H -0.217 -3.675 5.091
H -0.985 -4.923 4.094
H 0.678 -5.116 4.632
H 1.663 -2.285 4.175
H 2.527 -3.760 3.740
H 2.247 -2.505 2.524
H -0.218 -5.243 1.644
H 1.232 -4.389 1.089
H 1.348 -5.586 2.377
C 3.004 -3.208 -2.454
C 3.756 -1.895 -2.586
N 2.776 -0.796 -2.671
C 2.088 -0.740 -3.988
C 0.600 -0.508 -3.813
N 0.097 -1.338 -2.691
C 0.018 -2.789 -3.019
C 0.617 -3.629 -1.906
N 1.906 -3.046 -1.479
H 2.584 -3.509 -3.414
H 3.679 -4.010 -2.153
H 4.379 -1.727 -1.704
H 4.426 -1.914 -3.450
H 3.249 0.092 -2.534
H 2.517 0.046 -4.612
H 2.276 -1.677 -4.511
H 0.390 0.531 -3.564
H 0.066 -0.748 -4.737
H -0.838 -1.002 -2.472
H -1.018 -3.079 -3.195
H 0.547 -2.956 -3.957
H -0.036 -3.638 -1.030
H 0.733 -4.665 -2.238
H 2.159 -3.481 -0.597
C 4.844 1.703 1.374
C 3.701 1.055 2.154
C 4.213 -0.069 3.046
C 2.968 2.101 2.985
N 2.652 0.505 1.246
N 3.154 -0.363 0.216
H 5.499 2.249 2.051
H 4.464 2.419 0.640
H 5.477 0.971 0.864
H 4.976 0.310 3.726
H 4.685 -0.872 2.473
H 3.402 -0.493 3.636
H 3.631 2.504 3.750
H 2.101 1.661 3.478
H 2.633 2.935 2.364
H 2.213 1.277 0.748
H 3.558 -1.173 0.682
H 3.902 0.085 -0.319
```

LUMO (spin up / spin down): -0.2159 / -0.2705 Eh
frontier orbital gap (spin up / spin down): 7.034 / 5.837 eV
2S+1: 2
net charge: +2
HOMO level (spin up / spin down): -12.9 / -13.2 eV

---

Formula: C38H68O14S5
Source: OMol25
Level of theory: ωB97M-V with the def2-TZVPD basis set

XYZ file:
```
125
Properties=species:S:1:pos:R:3
C 0.502 -0.110 -1.066
O 1.691 -0.092 -1.831
C 1.618 0.792 -2.943
C 3.051 1.090 -3.411
C 3.446 2.588 -3.393
C 3.042 3.354 -2.120
C 2.897 4.890 -2.306
C 1.448 5.413 -2.064
C 0.709 5.765 -3.364
C 0.393 4.478 -4.167
C 0.421 4.713 -5.675
O -0.264 3.721 -6.451
C -0.076 2.454 -5.986
O 1.032 1.949 -5.943
C -1.268 1.603 -5.537
O -2.534 2.072 -6.008
C -3.196 2.809 -5.040
C -3.086 4.177 -5.080
C -3.679 4.981 -4.142
C -4.436 4.407 -3.143
C -4.573 3.046 -3.131
C -3.957 2.240 -4.050
H 0.044 0.884 -0.947
H 0.767 -0.451 -0.062
H -0.239 -0.832 -1.435
H 1.022 1.685 -2.713
H 1.099 0.245 -3.747
H 3.119 0.754 -4.450
H 3.779 0.538 -2.812
H 4.538 2.658 -3.472
H 3.056 3.049 -4.309
H 2.131 2.988 -1.641
H 3.846 3.191 -1.391
H 3.268 5.258 -3.269
H 3.506 5.376 -1.535
H 1.483 6.287 -1.405
H 0.854 4.656 -1.537
H -0.257 6.191 -3.063
H 1.254 6.492 -3.976
H -0.556 4.084 -3.789
H 1.172 3.756 -3.906
H -0.092 5.660 -5.875
H 1.464 4.864 -5.978
H -1.077 0.590 -5.891
H -1.275 1.612 -4.440
H -2.508 4.641 -5.872
H -3.545 6.056 -4.192
H -4.902 5.042 -2.400
H -5.201 2.627 -2.352
H -4.080 1.162 -3.996
O 0.319 -2.351 0.627
S 1.210 -2.582 1.733
O 2.215 -1.619 2.112
C 0.233 -3.003 3.169
C 0.076 -4.519 3.096
C 1.460 -5.052 2.698
C 1.971 -4.193 1.535
H -0.715 -2.469 3.136
H 0.802 -2.708 4.052
H -0.264 -4.925 4.044
H -0.660 -4.781 2.336
H 2.142 -4.960 3.548
H 1.420 -6.100 2.420
H 3.053 -4.079 1.560
H 1.662 -4.593 0.571
O 6.054 -2.384 2.797
S 5.649 -1.055 3.180
O 4.865 -0.817 4.369
C 7.099 -0.004 3.201
C 7.193 0.532 1.775
C 5.759 0.900 1.372
C 4.854 -0.268 1.782
H 7.967 -0.584 3.505
H 6.915 0.800 3.914
H 7.865 1.388 1.714
H 7.576 -0.245 1.109
H 5.454 1.806 1.902
H 5.678 1.103 0.305
H 3.866 0.066 2.078
H 4.772 -1.006 0.987
O -7.726 3.736 -3.067
S -8.961 4.010 -3.756
O -10.118 4.517 -3.065
C -8.604 5.061 -5.159
C -8.289 4.087 -6.289
C -9.337 2.971 -6.184
C -9.420 2.558 -4.709
H -7.777 5.725 -4.917
H -9.502 5.640 -5.374
H -8.319 4.580 -7.260
H -7.289 3.669 -6.154
H -10.306 3.349 -6.516
H -9.084 2.120 -6.815
H -10.424 2.251 -4.427
H -8.710 1.767 -4.473
O 3.142 -3.835 8.807
S 2.756 -3.026 7.677
O 2.371 -3.620 6.419
C 1.474 -1.891 8.201
C 2.234 -0.666 8.699
C 3.353 -0.427 7.678
C 4.018 -1.778 7.398
H 0.860 -2.361 8.967
H 0.868 -1.651 7.328
H 1.578 0.198 8.793
H 2.667 -0.870 9.681
H 2.925 -0.031 6.754
H 4.080 0.299 8.039
H 4.370 -1.850 6.371
H 4.838 -1.972 8.087
O -0.308 -7.583 2.454
S -1.314 -7.517 3.483
O -2.226 -6.408 3.593
C -2.252 -9.040 3.453
C -1.485 -9.974 4.382
C -1.095 -9.126 5.599
C -0.528 -7.802 5.074
H -2.322 -9.406 2.431
H -3.246 -8.823 3.843
H -2.087 -10.837 4.666
H -0.585 -10.340 3.883
H -1.982 -8.932 6.206
H -0.371 -9.638 6.233
H -0.754 -6.970 5.737
H 0.547 -7.863 4.909
```

LUMO: 0.0204 Eh
SMILES string: COCCCCCCCCCOC(=O)COc1ccccc1.O=S1(=O)CCCC1.O=S1(=O)CCCC1.O=S1(=O)CCCC1.O=S1(=O)CCCC1.O=S1(=O)CCCC1
frontier orbital gap: 9.561 eV
2S+1: 1
HOMO level: -9.0 eV

---

Formula: C38H69BBrN7O16
Source: OMol25
Level of theory: ωB97M-V with the def2-TZVPD basis set

XYZ file:
```
132
Properties=species:S:1:pos:R:3
H -3.736 2.769 5.060
N -4.443 2.485 4.384
C -3.859 2.012 3.359
N -4.603 1.384 2.338
N -2.458 2.027 3.185
C -1.840 1.201 2.142
C -1.395 1.988 0.896
C -1.693 1.302 -0.451
C -0.442 0.871 -1.247
C 0.744 0.429 -0.434
C 0.626 -0.692 0.403
Br -0.970 -1.718 0.366
C 1.617 -1.164 1.265
B 1.456 -2.401 2.259
O 1.253 -2.189 3.601
O 1.471 -3.651 1.744
C 1.419 -4.783 2.622
C 2.761 -5.051 3.268
C 2.800 -0.451 1.189
C 3.009 0.609 0.314
C 1.993 1.100 -0.512
C 2.290 2.250 -1.450
C 2.781 3.582 -0.829
C 2.226 3.959 0.546
C 0.853 4.618 0.375
C 3.177 4.923 1.298
C 4.451 0.996 0.426
O 5.096 1.816 -0.166
N 5.013 0.141 1.400
C 6.250 0.447 2.084
C 6.155 1.608 3.109
N 6.316 2.893 2.445
N 4.879 1.689 3.818
N 7.223 1.362 4.077
C 4.044 -0.678 1.959
O 4.200 -1.414 2.907
H -4.683 1.976 1.519
H -5.537 1.222 2.696
H -2.149 2.989 3.119
H -0.968 0.719 2.594
H -2.527 0.407 1.865
H -0.333 2.223 0.977
H -1.921 2.949 0.915
H -2.376 0.466 -0.294
H -2.230 2.004 -1.093
H -0.169 1.699 -1.891
H -0.718 0.049 -1.915
H 1.736 -1.423 3.926
H 0.638 -4.641 3.371
H 1.130 -5.633 2.001
H 3.555 -5.030 2.521
H 2.992 -4.322 4.044
H 2.754 -6.043 3.725
H 3.083 1.892 -2.115
H 1.443 2.464 -2.094
H 3.867 3.595 -0.830
H 2.467 4.377 -1.514
H 2.121 3.076 1.183
H 0.994 5.604 -0.075
H 0.382 4.781 1.349
H 0.175 4.035 -0.248
H 3.370 4.572 2.315
H 4.154 4.982 0.818
H 2.747 5.921 1.386
H 6.551 -0.464 2.601
H 7.013 0.660 1.336
H 6.884 3.492 3.032
H 6.822 2.783 1.575
H 4.663 0.801 4.258
H 4.130 1.940 3.183
H 7.267 0.390 4.354
H 7.037 1.919 4.903
C -0.798 4.005 -7.894
C -0.564 3.910 -6.403
O -1.305 2.832 -5.805
C -0.800 1.616 -6.000
O 0.226 1.351 -6.573
O -1.603 0.726 -5.422
C -1.219 -0.642 -5.629
H -1.864 4.098 -8.105
H -0.287 4.882 -8.293
H -0.420 3.123 -8.407
H -0.931 4.801 -5.897
H 0.495 3.793 -6.169
H -0.181 -0.807 -5.347
H -1.355 -0.917 -6.673
H -1.880 -1.229 -4.999
C -1.031 -5.392 -0.385
C -1.675 -6.639 0.175
O -2.687 -7.171 -0.698
C -2.234 -7.841 -1.753
O -1.081 -8.069 -2.014
O -3.283 -8.219 -2.486
C -2.943 -8.917 -3.687
H -1.791 -4.644 -0.612
H -0.333 -4.966 0.338
H -0.483 -5.609 -1.300
H -2.208 -6.417 1.098
H -0.938 -7.415 0.384
H -2.311 -9.775 -3.469
H -2.431 -8.253 -4.381
H -3.887 -9.245 -4.113
C 4.209 -4.090 -7.544
C 4.199 -4.014 -6.033
O 4.483 -2.688 -5.556
C 3.475 -1.822 -5.643
O 2.365 -2.063 -6.045
O 3.903 -0.640 -5.207
C 2.938 0.412 -5.324
H 5.160 -3.728 -7.936
H 4.073 -5.124 -7.862
H 3.408 -3.490 -7.971
H 4.993 -4.627 -5.611
H 3.248 -4.350 -5.620
H 1.997 0.120 -4.864
H 2.762 0.662 -6.367
H 3.361 1.266 -4.801
C -6.747 2.405 7.134
C -7.453 2.967 5.921
O -8.768 2.394 5.752
C -9.706 2.854 6.570
O -9.576 3.716 7.401
O -10.839 2.190 6.320
C -11.932 2.552 7.166
H -6.695 1.317 7.070
H -5.732 2.798 7.179
H -7.266 2.674 8.053
H -6.909 2.704 5.019
H -7.538 4.052 5.970
H -12.111 3.624 7.130
H -11.735 2.250 8.193
H -12.793 2.014 6.780
```

LUMO: -0.0249 Eh
SMILES string: [H]/N=C(/N)NCCCCc1c(Br)c(B(O)OCC)c2c(c1CCC(C)C)C(=O)N(CC(N)(N)N)C2=O.CCOC(=O)OC.CCOC(=O)OC.CCOC(=O)OC.CCOC(=O)OC
frontier orbital gap: 8.548 eV
2S+1: 1
HOMO level: -9.2 eV

---

Formula: C38H69BaClGeN6O3PS2Si3
Source: OMol25
Level of theory: ωB97M-V with the def2-TZVPD basis set

XYZ file:
```
125
Properties=species:S:1:pos:R:3
Ba -0.057 1.213 -0.264
C 2.263 3.604 -1.367
N 1.429 3.821 -0.181
C 0.455 4.895 -0.472
C -0.674 4.924 0.535
N -1.709 3.904 0.270
C -2.447 3.661 1.517
C -2.594 4.317 -0.808
C -3.632 5.206 -0.516
C -4.528 5.642 -1.475
C -4.380 5.195 -2.780
C -3.348 4.331 -3.090
C -2.433 3.863 -2.131
S -1.176 2.773 -2.704
C 2.215 4.155 0.997
C 3.203 5.134 0.880
C 3.988 5.514 1.953
C 3.775 4.909 3.185
C 2.793 3.947 3.317
C 1.988 3.542 2.241
S 0.770 2.301 2.554
H 2.700 4.528 -1.767
H 1.645 3.179 -2.161
H 3.079 2.921 -1.132
H 0.049 4.712 -1.467
H 0.969 5.866 -0.496
H -1.133 5.923 0.548
H -0.280 4.734 1.534
H -2.754 4.589 2.017
H -1.803 3.113 2.204
H -3.342 3.080 1.305
H -3.741 5.567 0.498
H -5.323 6.326 -1.207
H -5.060 5.523 -3.557
H -3.212 3.997 -4.112
H 3.356 5.613 -0.079
H 4.750 6.273 1.831
H 4.375 5.185 4.043
H 2.624 3.474 4.275
O -0.653 -1.744 -0.657
H -0.271 -1.986 -1.529
H -0.237 -2.387 -0.066
O 2.584 0.828 0.553
H 2.280 1.251 1.396
H 3.443 1.207 0.341
Cl 0.056 -2.632 -3.782
O 1.844 0.382 -3.426
C 1.326 -0.199 -2.614
C -4.578 -1.236 4.715
C -3.780 -0.710 3.560
C -4.379 -0.058 2.489
C -3.597 0.409 1.445
N -2.275 0.265 1.400
C -1.700 -0.354 2.432
C -2.397 -0.853 3.516
H -5.637 -1.006 4.605
H -4.229 -0.802 5.653
H -4.469 -2.318 4.796
H -5.451 0.095 2.465
H -4.049 0.926 0.605
H -0.618 -0.456 2.401
H -1.858 -1.342 4.318
C 3.164 -4.509 -2.311
Si 2.412 -4.670 -0.603
C 3.293 -6.037 0.352
C 0.615 -5.191 -0.757
Ge 2.696 -2.622 0.608
Si 2.079 -2.943 2.891
C 3.326 -4.100 3.698
C 0.373 -3.741 2.992
C 2.063 -1.356 3.895
Si 4.972 -1.942 0.545
C 5.342 -1.022 -1.053
C 5.429 -0.860 2.013
C 6.089 -3.456 0.603
H 2.962 -5.414 -2.891
H 4.246 -4.366 -2.269
H 2.716 -3.672 -2.851
H 3.282 -6.944 -0.261
H 2.776 -6.263 1.287
H 4.332 -5.799 0.585
H 0.584 -6.210 -1.155
H 0.072 -4.553 -1.456
H 0.099 -5.201 0.207
H 3.442 -5.040 3.156
H 2.995 -4.332 4.715
H 4.308 -3.627 3.767
H 0.320 -4.659 2.403
H -0.411 -3.069 2.631
H 0.137 -3.997 4.029
H 3.081 -1.020 4.106
H 1.571 -1.535 4.856
H 1.565 -0.515 3.409
H 4.722 -0.132 -1.175
H 5.158 -1.662 -1.919
H 6.390 -0.710 -1.081
H 4.920 0.104 2.007
H 6.508 -0.676 1.999
H 5.191 -1.347 2.961
H 5.927 -4.119 -0.249
H 5.939 -4.037 1.515
H 7.133 -3.127 0.581
C -3.848 -0.630 -5.062
N -2.707 -1.352 -4.369
C -3.253 -2.621 -3.711
N -4.330 -2.315 -2.832
C -5.378 -1.594 -3.541
N -4.911 -0.349 -4.149
C -4.555 0.658 -3.127
P -3.163 0.109 -2.032
C -2.053 -0.426 -3.388
C -3.856 -1.575 -1.653
H -4.198 -1.288 -5.859
H -3.436 0.288 -5.482
H -1.973 -1.651 -5.020
H -2.403 -3.078 -3.207
H -3.588 -3.255 -4.533
H -6.184 -1.363 -2.846
H -5.770 -2.238 -4.332
H -5.443 0.872 -2.529
H -4.267 1.591 -3.618
H -1.195 -0.976 -3.005
H -1.695 0.449 -3.931
H -4.687 -1.465 -0.950
H -3.080 -2.152 -1.149
```

LUMO (spin up / spin down): 0.0057 / -0.0298 Eh
frontier orbital gap (spin up / spin down): 7.062 / 6.097 eV
2S+1: 2
HOMO level (spin up / spin down): -6.9 / -6.9 eV
energy above the lowest of the compared OMol25 structures with the same formula, charge and spin: 0.2 kcal per mole

---

> 2S+1 of number 3 (C38H69BBrN7O16)?

1